No. 1
7
Properties=species:S:1:pos:R:3:mulliken_charge:R:1 method="wB97M-V/def2-TZVPD" e_above_lowest_kj_mol=25.2 total_energy_ev=-10282.109 spin_multiplicity=1 gap_ev=9.13 charge=-1
C -1.158 -0.110 0.136 0.11
C 1.456 0.138 -0.130 0.77
O 1.723 0.820 0.791 -0.52
O -1.025 -1.172 0.703 -0.57
O 1.678 -0.618 -0.990 -0.50
O -0.317 0.688 -0.344 -0.47
H -2.357 0.254 -0.166 0.18

=====

No. 2
8
Properties=species:S:1:pos:R:3:mulliken_charge:R:1 method="wB97M-V/def2-TZVPD" e_above_lowest_kj_mol=0.0 total_energy_ev=-58687.544 spin_multiplicity=1 gap_ev=6.95 charge=+1
O 2.180 0.230 -3.319 -0.04
C 1.810 0.214 -2.256 0.02
H 0.432 0.134 -0.111 0.39
O -1.419 0.503 -0.274 -0.47
C -1.107 0.375 0.907 1.13
O -1.675 -0.111 1.936 -0.49
O 0.252 0.054 0.971 -0.40
Zn -0.033 -0.401 2.822 0.86

=====

No. 3
6
Properties=species:S:1:pos:R:3:mulliken_charge:R:1 method="wB97M-V/def2-TZVPD" e_above_lowest_kj_mol=11.5 total_energy_ev=-25808.702 spin_multiplicity=1 gap_ev=7.61 charge=-1
C 0.079 -0.526 0.437 -0.36
C -0.182 0.741 -0.246 0.47
O 0.379 1.910 -0.137 -0.64
S -1.105 0.105 -1.498 -0.43
S 1.521 -1.337 0.462 -0.36
H -0.692 -0.894 0.981 0.32

=====

No. 4
6
Properties=species:S:1:pos:R:3:lowdin_spin:R:1 method="wB97M-V/def2-TZVPD" e_above_lowest_kj_mol=136.8 total_energy_ev=-27859.685 spin_multiplicity=3 s2=2.02 gap_ev="7.92 / 6.97"
C 1.402 -1.550 -0.928 0.00
C -1.335 0.280 0.827 1.42
N 1.780 -0.633 -0.318 0.01
I -2.806 -1.120 0.336 0.29
I -1.462 2.035 -0.356 0.27
I 2.420 0.988 0.440 0.01

=====

No. 5
7
Properties=species:S:1:pos:R:3:mulliken_charge:R:1 method="wB97M-V/def2-TZVPD" e_above_lowest_kj_mol=46.9 total_energy_ev=-30471.944 spin_multiplicity=1 gap_ev="6.62 / 6.62" charge=-1
C 1.485 -0.308 0.693 0.86
C -0.615 0.329 -0.481 -0.79
O 2.240 -0.130 -0.170 -0.41
O 1.011 -0.551 1.722 -0.39
I -1.277 1.607 -2.198 -0.13
I -1.069 -1.833 -0.824 -0.10
I -1.775 0.886 1.258 -0.04

=====

No. 6
10
Properties=species:S:1:pos:R:3:mulliken_charge:R:1 method="wB97M-V/def2-TZVPD" e_above_lowest_kj_mol=288.8 total_energy_ev=-40429.425 spin_multiplicity=1 gap_ev="6.11 / 6.21"
C -0.723 0.966 0.120 0.18
C -0.608 -0.420 0.133 -0.02
N 0.249 1.660 0.747 -0.14
N 1.330 1.098 0.875 -0.08
N 0.538 -0.961 0.481 -0.02
N 1.614 -0.104 0.543 -0.37
I -2.496 2.022 -0.401 0.15
I -3.192 -1.316 -1.810 0.01
I 0.651 -2.880 1.277 0.28
I 2.637 -0.064 -1.965 0.00

=====

No. 7
7
Properties=species:S:1:pos:R:3:lowdin_spin:R:1 method="wB97M-V/def2-TZVPD" total_energy_ev=-13083.836 spin_multiplicity=5 s2=6.03 gap_ev="7.13 / 7.53" charge=+1
O 1.878 1.245 1.491 0.20
C 0.867 1.699 1.196 0.46
O -0.083 0.752 0.275 0.50
O -1.033 -1.645 -0.068 0.16
C -1.453 -0.585 -0.740 0.57
O -0.901 -0.541 -1.899 0.44
Ir 0.726 -0.925 -0.254 1.67

=====

No. 8
4
Properties=species:S:1:pos:R:3:mulliken_charge:R:1 method="wB97M-V/def2-TZVPD" e_above_lowest_kj_mol=448.3 total_energy_ev=-5047.918 spin_multiplicity=1 gap_ev=11.81
N 1.027 -0.413 -0.326 -0.19
C 0.469 -0.330 0.773 0.14
C -1.314 0.196 0.191 0.03
N -0.446 0.003 -0.652 0.03

=====

No. 9
6
Properties=species:S:1:pos:R:3:mulliken_charge:R:1 method="wB97M-V/def2-TZVPD" e_above_lowest_kj_mol=124.6 total_energy_ev=-17933.098 spin_multiplicity=1 gap_ev="6.96 / 6.99"
C -0.417 0.390 -0.586 0.59
C 1.491 -0.854 0.525 0.13
N 0.443 0.970 -1.098 -0.40
N -1.155 -0.100 0.331 -0.21
O 2.310 -0.059 0.357 -0.18
S -2.672 -0.348 0.470 0.08

=====

No. 10
10
Properties=species:S:1:pos:R:3:mulliken_charge:R:1 method="wB97M-V/def2-TZVPD" smiles="N#CN1O[C@@]1([O-])O[N+](=O)[O-]" e_above_lowest_kj_mol=63.4 total_energy_ev=-16776.191 spin_multiplicity=1 gap_ev=9.49 charge=-1
N -3.276 -0.305 -0.146 -0.52
C -2.244 0.033 -0.514 0.47
N -1.164 0.497 -1.113 -0.38
O -0.573 1.677 -0.623 -0.39
C 0.206 0.536 -0.574 0.95
O 1.235 0.306 -1.197 -0.74
O 0.412 0.038 0.828 -0.35
N 1.541 -0.752 1.055 1.07
O 2.229 -0.327 1.914 -0.60
O 1.633 -1.704 0.371 -0.50

=====

No. 11
7
Properties=species:S:1:pos:R:3:mulliken_charge:R:1 method="wB97M-V/def2-TZVPD" smiles=N#Cc1nnon1 e_above_lowest_kj_mol=66.1 total_energy_ev=-10077.510 spin_multiplicity=1 gap_ev=11.74
N -2.809 0.154 -0.013 -0.33
C -1.687 -0.183 0.113 0.18
C -0.209 -0.155 -0.080 0.55
N 0.568 1.110 -0.062 -0.15
N 1.768 0.797 0.060 -0.02
O 1.820 -0.624 0.032 -0.04
N 0.549 -1.099 -0.049 -0.20

=====

No. 12
8
Properties=species:S:1:pos:R:3:lowdin_spin:R:1 method="wB97M-V/def2-TZVPD" total_energy_ev=-20909.039 spin_multiplicity=3 s2=2.02 gap_ev="6.43 / 6.42"
C -0.165 -0.428 -0.980 0.28
C 0.589 -0.722 1.115 0.14
N -0.794 0.416 -1.661 0.07
N -0.838 1.608 -0.949 0.42
N -0.305 1.567 0.164 0.40
N 0.242 0.388 0.375 0.23
O 0.832 -0.910 2.247 0.16
S 0.439 -1.919 -0.311 0.30